Record 1
{"formula": "C8H4", "method": "the ωB97M-V functional and the def2-TZVPD basis", "lumo_energy_ev": -1.15, "de_lowest_kj_mol": 331.27, "largest_force_ev_per_a": 5.56, "mol_weight_g_mol": 100.12, "total_energy_ev": -8351.5105, "species": ["C", "C", "C", "H", "C", "C", "H", "H", "C", "H", "C", "C"], "coordinates": [[3.2444, -0.8301, -0.1252], [2.1112, -0.3297, 0.1293], [0.6662, 0.1047, 0.3532], [-0.0094, -1.9320, -0.2557], [-0.3690, -0.9351, 0.0590], [-1.8454, -0.8203, -0.1057], [-4.1667, -1.1274, 0.2390], [4.2826, -0.8831, -0.3915], [-0.4569, 2.4217, -0.2318], [-0.6869, 3.6029, 0.2136], [-3.0859, -0.7671, -0.0178], [0.3159, 1.4956, 0.1337]]}

Record 2
{"formula": "C23H39N2O3P3Pd", "method": "the ωB97M-V functional and the def2-TZVPD basis", "lumo_energy_ev": [-12.22, -15.64], "de_lowest_kj_mol": 0.00, "s2": 6.02, "total_charge": 4, "largest_force_ev_per_a": 5.77, "multiplicity": 5, "mol_weight_g_mol": 590.92, "total_energy_ev": -64908.1544, "species": ["H", "H", "C", "C", "H", "H", "C", "H", "H", "O", "C", "H", "H", "H", "P", "H", "C", "Pd", "C", "H", "H", "H", "O", "N", "H", "C", "H", "H", "H", "C", "H", "H", "P", "C", "H", "H", "C", "H", "H", "C", "C", "N", "H", "H", "H", "C", "C", "H", "H", "C", "C", "C", "C", "H", "H", "H", "O", "H", "C", "P", "C", "H", "C", "H", "C", "C", "H", "H", "H", "H", "H"], "coordinates": [[2.3748, 0.1436, -3.3004], [-3.8440, -1.0728, 1.7920], [0.7709, -2.7704, 2.7437], [0.2024, -0.9570, 4.2097], [4.8139, -0.1764, 1.4048], [3.3236, -1.0391, 1.8842], [0.5962, -1.8884, 1.6709], [0.9896, -1.9093, -2.9635], [1.0590, -3.7980, 2.5333], [1.2200, -4.4087, 4.9688], [-0.7218, 1.5074, -3.6720], [0.0474, -0.4952, 5.1841], [-0.2939, 5.3435, -1.8184], [4.1061, 2.2532, -0.5683], [-0.9117, 3.1661, -0.9887], [-1.3503, 4.9352, 0.5729], [4.0931, 1.3013, -1.1170], [-0.1822, 0.7054, -1.6458], [1.2915, 0.1966, -3.3423], [2.4424, -2.1816, -0.5409], [-1.4725, -1.7834, -3.2092], [1.2823, 2.3308, -3.6306], [-2.1205, 0.8872, 0.6669], [0.6356, -2.7833, 6.4408], [-2.1921, -3.7518, -1.0448], [1.4349, 1.0064, -0.1541], [-2.4416, -2.1293, 2.1494], [-1.2082, 2.4562, -3.8596], [0.0907, 4.0665, -3.0188], [0.5834, -2.3010, 4.0519], [0.7847, -2.2326, 0.6536], [4.1516, -1.8748, -0.9383], [-2.5996, -1.5967, -0.1813], [0.0140, -0.1639, 3.0652], [-3.8977, -2.8152, 1.3667], [-4.4100, -0.3813, -1.1663], [3.1289, -1.4787, -1.0285], [-3.5107, -1.3227, -2.3977], [-0.2960, 0.8772, 3.1628], [3.7183, -0.1109, 1.4528], [0.0994, 4.3289, -1.9567], [0.2033, -0.6301, 1.8286], [-1.5410, 3.3124, 1.3213], [-0.9792, -3.3276, 0.1882], [1.1293, 4.2804, -1.5832], [-2.6127, 3.4262, -1.5831], [-0.9270, 3.9236, 0.6528], [0.0936, 3.9744, 1.0447], [3.4202, 0.7366, 2.0804], [-3.2540, -1.9276, 1.4405], [-0.8737, -0.8797, -3.2756], [-1.7207, 0.0946, -0.1656], [0.8333, -3.2636, 5.1753], [-2.5794, 0.4335, -3.4336], [0.7545, -3.4381, 7.1975], [-0.8401, -2.6605, -1.4641], [1.3438, 1.8554, 0.7117], [5.1163, 0.9127, -1.2036], [-1.5420, -2.9467, -0.6725], [3.1186, 0.1069, -0.2113], [0.6773, 1.4321, -3.5678], [3.6744, 1.4648, -2.1196], [0.5133, -0.9533, -3.1689], [-4.6247, -2.1569, -1.2657], [-3.9041, -1.3347, -1.3730], [-1.4956, 0.3584, -3.4561], [2.8771, -1.4104, -2.0911], [-3.3059, 3.0508, -0.8219], [-2.7841, 2.8829, -2.5174], [0.2027, -1.8985, 6.6417], [-2.7760, 4.4994, -1.7402]]}

Record 3
{"formula": "C52H76N2O22", "method": "the ωB97M-V functional and the def2-TZVPD basis", "lumo_energy_ev": -0.01, "de_lowest_kj_mol": 437.36, "largest_force_ev_per_a": 4.76, "mol_weight_g_mol": 1081.17, "total_energy_ev": -103178.1977, "species": ["H", "C", "C", "O", "N", "H", "O", "C", "O", "H", "H", "H", "H", "C", "H", "H", "C", "C", "O", "O", "C", "H", "O", "H", "C", "H", "C", "H", "O", "H", "H", "H", "C", "C", "H", "C", "H", "H", "H", "C", "H", "H", "C", "O", "O", "H", "H", "C", "C", "H", "H", "H", "C", "C", "H", "C", "C", "N", "H", "H", "C", "H", "C", "C", "H", "H", "H", "H", "C", "C", "H", "H", "C", "H", "H", "H", "C", "C", "H", "H", "C", "H", "H", "O", "H", "C", "H", "C", "H", "O", "H", "C", "H", "C", "H", "H", "H", "H", "H", "H", "H", "C", "C", "H", "H", "C", "H", "H", "C", "H", "H", "C", "C", "H", "H", "H", "H", "H", "O", "O", "H", "O", "H", "H", "O", "C", "C", "C", "C", "C", "C", "O", "C", "C", "O", "C", "C", "C", "H", "H", "O", "O", "C", "H", "H", "H", "H", "O", "O", "C", "H", "O"], "coordinates": [[4.0892, -7.5792, 0.6734], [-10.2740, -5.2155, 0.0019], [-1.1681, 8.5805, 5.7091], [-5.7931, -3.0630, -4.5160], [-0.6850, 1.8262, -5.0356], [-0.8409, 2.0957, 0.8407], [1.5270, 7.6671, -2.1526], [12.3926, -0.8422, -2.6880], [7.3639, -0.1445, 5.6645], [-12.5765, -2.9619, 0.5489], [8.9109, 4.9551, -6.3064], [-1.8170, -0.5957, 0.8622], [12.3710, 0.1291, -3.1822], [-3.5576, -9.0569, 4.8146], [-3.2218, -3.2333, -4.9663], [5.7657, -5.7600, -1.1085], [-0.8580, -0.1429, 0.6583], [-3.3653, -5.4330, -5.5751], [1.4784, 8.7699, -4.1905], [-1.8235, -8.9413, 3.3033], [-4.7037, -6.1702, -5.4595], [6.4541, -1.8842, 4.9771], [7.8683, 1.9593, 4.8926], [-1.2776, -0.6537, 6.3175], [0.1301, 1.6122, -6.1388], [-4.1690, -7.1438, 4.3461], [7.1092, 1.0291, 4.9248], [-4.3928, -9.7191, 5.0424], [9.7130, 6.5450, -4.1355], [-1.0929, 8.5883, -2.4205], [6.0880, 5.7575, -5.4041], [6.1257, 4.8224, -3.5713], [8.1916, 5.6209, -5.8297], [12.8126, -0.5749, -1.2588], [-0.3517, 1.8215, -4.0822], [-3.5443, -4.2176, -4.6267], [-9.6066, -5.3081, -0.8549], [13.5229, 0.2365, -1.0999], [-5.0217, -6.7109, -6.3510], [-9.7373, -4.1425, 0.9339], [5.2320, 1.8458, 4.1826], [13.2855, -1.4681, -0.8507], [-11.6238, -4.6099, -0.4291], [-6.7959, 5.5093, 0.6076], [-3.3572, -2.6962, 7.4010], [-2.9400, -2.2293, 5.6413], [-1.0990, 7.6547, 3.7326], [11.0658, -1.4832, -2.6041], [5.6784, -6.7378, -0.6350], [-2.7120, -10.6925, 3.7385], [-3.3496, -4.2744, -3.5558], [6.1286, -1.4050, 6.6388], [-0.7396, 8.7209, -4.5999], [0.5257, 8.8453, -5.3220], [-0.4202, 1.5612, -8.2650], [-3.9282, -8.0501, 3.7904], [4.8680, -8.3096, -2.0407], [0.1658, -0.9967, 0.2605], [6.5739, 4.3034, -6.1762], [2.9780, -8.4952, -1.1555], [5.7650, 0.9006, 4.2864], [11.0292, -2.5664, -2.7192], [5.1101, -0.1534, 5.1250], [10.5617, -0.8943, -1.3019], [-11.4879, -4.0713, -1.3669], [-8.9448, 2.6178, -0.8852], [4.3778, -0.6242, 4.4690], [-9.3575, 4.8212, -0.1226], [-1.9851, 2.1544, -6.8858], [-8.9518, 2.6636, 0.2038], [13.0672, -1.5155, -3.2169], [1.7167, 1.8952, 0.2950], [3.6059, -7.6514, -1.4416], [-2.8276, 2.4302, -7.5028], [5.9936, 0.6306, 3.2554], [0.0028, -1.9783, 0.0878], [8.8017, 5.8014, -4.4365], [-2.3649, -9.7845, 4.2315], [7.0754, 3.4029, -3.9306], [0.4616, 7.9538, 4.4309], [-1.4893, -1.5542, 8.2348], [-2.3658, 0.1904, 7.5411], [-0.7201, 11.5863, 5.2170], [-1.7739, 7.7662, 6.4141], [0.1258, 10.0833, 3.0790], [-0.6996, 1.7739, -7.2437], [-0.9552, 7.0442, -3.3043], [-0.6133, 8.0781, -3.2558], [-4.1436, -1.0374, 6.3216], [-8.5421, -3.9179, 1.2609], [-7.5544, 1.6757, 1.4934], [-0.3483, 1.1446, 0.7026], [1.1677, 1.3402, -6.0130], [0.8751, 8.1916, -3.0728], [3.2666, -6.8697, -2.1214], [-1.6641, -10.1675, 4.9733], [-2.6765, 2.5307, -4.7862], [0.6775, 8.0066, -6.0015], [8.1258, 6.5630, -6.3740], [-12.5817, -4.4601, 1.4390], [-3.0785, -5.1547, -6.5892], [-2.6217, -7.8949, 3.0798], [7.0468, 4.4863, -4.0473], [-1.6205, -0.9310, 9.1195], [-10.4185, -6.1443, 0.5537], [-2.3483, -2.7569, 8.2870], [0.6632, 9.7167, -5.9621], [-1.1237, 9.7304, -4.4532], [-2.0622, -0.7438, 7.0688], [-12.3422, -5.4253, -0.5136], [-4.5722, -6.9066, -4.6668], [-3.2259, -1.6021, 6.4857], [-0.5836, 9.8691, 3.8784], [6.3421, -6.7591, 0.2293], [-4.7447, -8.3673, 3.1417], [-1.5493, 10.1726, 3.4740], [-9.7277, 2.0018, 0.5887], [-9.2709, 4.4178, 1.5680], [9.3923, -0.9727, -0.9292], [-2.2504, -6.9644, 2.3634], [-1.5948, 8.2617, -5.0955], [4.8281, -9.2429, -2.8576], [-7.3394, 1.4194, -0.2902], [2.1991, -0.7137, -0.3586], [-10.7861, -3.3637, 1.3300], [-0.5408, 8.3712, 4.3353], [6.9013, 5.0325, -5.4350], [-1.9009, 2.2208, -5.4708], [-7.5520, 2.1344, 0.5046], [-8.8944, 4.1338, 0.5853], [1.2939, -0.2493, 0.0038], [-6.7228, 3.2853, 0.4888], [-5.0679, -4.0440, -4.7375], [-11.9762, -3.8432, 0.7750], [5.9982, -7.7472, -1.5999], [6.2487, -1.0301, 5.6223], [-0.2772, 10.5908, 5.1870], [4.1935, -6.9589, -0.2168], [-3.2505, -8.4501, 5.6664], [3.7555, -6.0093, 0.0905], [11.5921, -0.3876, -0.5672], [8.1449, 5.1725, -3.4941], [-7.3717, 4.4302, 0.6279], [0.7970, 10.6738, 5.3521], [4.5981, 0.2651, 5.9915], [-2.6223, -6.1591, -5.2454], [10.3479, -1.1792, -3.3659], [-2.2380, -3.7227, 9.0264], [-0.9199, 9.8076, 6.1356], [0.9990, 1.0901, 0.3522], [-0.4555, -1.8817, 8.1249], [-5.6223, -5.1928, -5.1376]]}

Record 4
{"formula": "C6H10N3", "method": "the ωB97M-V functional and the def2-TZVPD basis", "lumo_energy_ev": -2.78, "de_lowest_kj_mol": 171.80, "total_charge": 1, "largest_force_ev_per_a": 4.80, "mol_weight_g_mol": 124.17, "total_energy_ev": -10846.4822, "species": ["C", "H", "C", "H", "H", "H", "H", "H", "N", "N", "C", "C", "N", "C", "C", "H", "H", "H", "H"], "coordinates": [[-2.0272, -1.4786, -0.9045], [2.3785, 1.0849, 0.7644], [2.1979, 0.3917, -0.0087], [0.6010, -0.8680, -1.8008], [2.9392, 0.6777, -0.8773], [2.2435, -0.6943, 0.1728], [-3.6581, -1.9185, 0.6151], [0.7123, 1.7176, -1.1999], [-2.2354, -0.4604, 1.0298], [-0.0359, -0.0968, -1.4330], [-1.1379, -0.0042, 0.5000], [0.7506, 0.7875, -0.5442], [-0.9713, -0.6238, -0.6509], [-0.1620, 1.0079, 0.7611], [-2.8101, -1.4200, 0.2187], [-0.6360, 1.9653, 0.9449], [-2.2362, -2.0908, -1.7576], [0.3913, 0.7287, 1.6537], [-2.7411, -0.1604, 1.8968]]}

Record 5
{"formula": "C3H9N3", "method": "the ωB97M-V functional and the def2-TZVPD basis", "lumo_energy_ev": 0.15, "de_lowest_kj_mol": 508.71, "largest_force_ev_per_a": 6.11, "mol_weight_g_mol": 87.13, "total_energy_ev": -7722.3016, "species": ["N", "H", "C", "C", "H", "N", "N", "H", "H", "C", "H", "H", "H", "H", "H"], "coordinates": [[-1.2062, 1.3629, -1.5525], [-3.1279, 1.6492, -1.0170], [1.3815, -1.0133, 0.4860], [-2.1971, 1.0250, -0.6649], [-0.8738, 2.2832, -1.3020], [-2.0810, -0.1115, 0.1055], [1.2897, -0.0222, -0.4586], [1.1675, 0.8920, -0.2306], [-2.1700, -1.0491, -0.4785], [2.0996, -0.8777, 1.6185], [1.5517, -1.5381, 2.4591], [1.0488, -2.0260, 0.1798], [1.3621, -0.0666, -1.4821], [2.9829, -0.3200, 1.7088], [-1.2278, -0.1879, 0.6286]]}

Record 6
{"formula": "C2H4N4O", "method": "the ωB97M-V functional and the def2-TZVPD basis", "lumo_energy_ev": -0.08, "de_lowest_kj_mol": 595.14, "largest_force_ev_per_a": 7.66, "mol_weight_g_mol": 100.08, "total_energy_ev": -10140.9666, "species": ["O", "N", "C", "C", "H", "H", "N", "H", "N", "N", "H"], "coordinates": [[1.9936, -0.6579, -0.0357], [0.5892, 2.0876, -0.1861], [0.0867, 0.8699, 0.0006], [-1.3557, -0.8458, -0.2041], [-2.1711, -1.4491, -0.2967], [1.6145, 1.6486, -0.3225], [0.6842, -0.2458, 0.3093], [2.0760, -1.8144, 0.5425], [-1.3183, 0.5824, 0.3427], [-0.1767, -1.3310, -0.1820], [-2.0225, 1.1554, 0.0320]]}